*A*
A gas-phase ion, C3H12N4 (charge +2), computed with the ωB97M-V functional and the def2-TZVPD basis.

```
19
Properties=species:S:1:pos:R:3:mulliken_charge:R:1
N 1.812 1.244 -0.093 -0.20
N -2.401 -0.935 0.161 -0.39
N 2.452 -0.958 0.292 -0.41
N -1.280 1.269 0.109 -0.63
C -1.217 0.002 -0.479 0.10
C 1.405 -0.119 -0.041 0.37
C 0.133 -0.662 -0.218 -0.91
H -1.779 -1.482 0.747 0.35
H -2.100 1.832 -0.196 0.28
H 1.069 2.000 -0.010 0.38
H -3.050 -0.524 0.886 0.38
H 2.428 1.413 0.717 0.43
H 3.379 -0.786 0.313 0.18
H 2.267 -1.910 0.168 0.20
H 0.060 -1.732 -0.317 0.38
H -1.255 1.150 1.095 0.28
H 2.369 1.459 -0.928 0.40
H -1.345 0.054 -1.545 0.47
H -2.947 -1.316 -0.663 0.37
```

The molar mass is 104.16 g/mol. As for the total charge: +2.

*B*
2 unconnected molecules or ions with the total composition C3H12N4, computed with the ωB97M-V functional and the def2-TZVPD basis.

```
19
Properties=species:S:1:pos:R:3:mulliken_charge:R:1
N 2.368 0.216 1.218 -0.05
N 1.682 -0.459 0.454 0.07
N -0.294 1.042 1.448 -0.73
N -0.341 1.062 0.133 0.32
C -0.627 0.062 -0.625 0.96
C -0.627 0.080 -2.127 -1.54
C -1.359 -1.214 -0.182 -1.25
H -0.528 -0.860 -2.511 0.47
H -1.680 0.297 -2.363 0.40
H -0.709 -2.071 -0.119 0.38
H 2.983 -0.125 1.988 0.33
H -2.193 -1.390 -0.982 0.35
H -0.593 0.239 2.018 0.26
H -0.507 1.886 1.961 0.26
H 1.793 -1.494 0.572 0.30
H -1.818 -1.117 0.768 0.49
H 2.362 1.262 1.149 0.32
H -0.069 1.933 -0.208 0.21
H 0.157 0.651 -2.594 0.44
```

The molar mass is 104.16 g/mol. As for the total charge: +2.

*A* is the most stable structure; the next one sits 3.461 eV above it.

*A*
2 unconnected molecules or ions with the total composition C7H11N2O2, computed with the ωB97M-V functional and the def2-TZVPD basis.

```
22
Properties=species:S:1:pos:R:3:mulliken_charge:R:1
O 1.814 -0.012 -2.364 -0.76
O 3.010 0.113 -0.477 -0.75
N 0.430 -1.553 1.040 -0.05
N -1.560 -0.691 1.492 -0.65
C -1.543 -1.161 0.179 0.89
C -0.367 -0.883 1.955 -0.40
C -2.688 -0.940 -0.759 -1.18
C 1.050 1.592 -0.826 -0.03
C 1.070 1.913 0.674 -1.02
C 2.090 0.498 -1.239 0.45
C -0.333 -1.688 -0.103 -0.71
H 0.085 1.137 -1.075 -0.19
H -0.060 -0.493 2.912 0.47
H -2.364 -0.201 -1.506 0.26
H 0.128 -2.046 -1.006 0.40
H -3.590 -0.492 -0.338 0.32
H 1.584 2.852 0.935 0.36
H 1.593 1.144 1.239 0.21
H 1.147 2.422 -1.524 0.46
H -2.971 -1.869 -1.250 0.30
H 0.036 1.971 0.996 0.30
H 1.437 -1.612 1.045 0.34
```

The molar mass is 155.18 g/mol. As for the total charge: -1.

*B*
2 unconnected molecules or ions with the total composition C7H11N2O2, computed with the ωB97M-V functional and the def2-TZVPD basis.

```
22
Properties=species:S:1:pos:R:3:mulliken_charge:R:1
O -2.785 0.567 2.631 -0.68
O -1.983 1.737 0.866 -0.87
N 0.557 0.856 0.006 0.10
N 2.755 0.732 0.260 -0.76
C 2.411 0.384 -1.004 0.48
C -2.178 -1.805 1.229 -1.11
C 3.354 0.169 -2.177 -0.98
C 1.581 1.004 0.835 -0.09
C -2.603 -0.572 0.504 -0.19
C -2.545 0.739 1.441 0.55
C 1.029 0.322 -1.191 -0.46
H -1.475 -1.667 2.036 0.33
H 0.453 0.084 -2.073 0.33
H -1.552 -2.548 0.688 0.32
H -1.926 -0.285 -0.328 0.09
H 3.975 1.084 -2.143 0.25
H -0.473 1.060 0.252 0.17
H -3.086 -2.314 1.556 0.25
H 1.362 1.493 1.815 0.39
H -3.653 -0.574 0.088 0.34
H 3.960 -0.734 -2.166 0.24
H 2.822 0.269 -3.125 0.29
```

The molar mass is 155.18 g/mol. As for the total charge: -1.

*A* is the most stable structure; the next one sits 0.142 eV above it.

*A*
C4H3N3O in the gas phase, computed with the ωB97M-V functional and the def2-TZVPD basis.

```
11
Properties=species:S:1:pos:R:3:mulliken_charge:R:1
O -2.025 -0.614 0.779 -0.51
N -0.680 2.095 0.646 -0.52
N 0.961 -1.485 -0.927 -0.47
N 1.205 0.912 -0.335 -0.45
C -0.104 -1.471 -0.165 -0.01
C 1.634 -0.159 -0.843 -0.01
C -0.062 0.955 0.388 0.20
C -0.807 -0.354 0.478 0.72
H -0.049 2.914 0.466 0.31
H 2.593 -0.099 -1.404 0.34
H -0.709 -2.380 -0.118 0.40
```

The molar mass is 109.09 g/mol.

*B*
C4H3N3O in the gas phase, computed with the ωB97M-V functional and the def2-TZVPD basis.

```
11
Properties=species:S:1:pos:R:3:mulliken_charge:R:1
O -0.456 -0.668 -1.426 -0.33
N 1.796 1.524 0.513 -0.57
N 1.069 0.741 1.358 -0.40
N 1.396 1.087 -0.666 0.26
C -1.032 -0.610 0.831 -0.77
C 0.450 0.107 -0.633 0.33
C 0.242 -0.079 0.751 0.71
C -1.334 -1.095 -0.357 -0.05
H -1.653 -0.909 1.643 0.37
H 1.765 1.706 -1.262 0.17
H -2.243 -1.805 -0.753 0.30
```

The molar mass is 109.09 g/mol.

*A* is the most stable structure; the next one sits 1.634 eV above it.

*A*
C4H3N3O in the gas phase, computed with the ωB97M-V functional and the def2-TZVPD basis.

```
11
Properties=species:S:1:pos:R:3:mulliken_charge:R:1
O -0.248 -1.861 0.225 -0.29
N -0.699 1.488 -1.189 -0.21
N 0.016 2.261 -0.478 -0.50
N 0.750 1.495 0.321 0.20
C -1.102 -1.172 -0.622 -0.56
C 0.715 -1.016 0.775 -0.75
C 0.458 0.182 0.232 0.69
C -0.660 0.094 -0.676 0.46
H 1.355 1.831 1.027 0.20
H -1.812 -1.651 -1.201 0.47
H 1.226 -1.651 1.587 0.30
```

The molar mass is 109.09 g/mol.

*B*
C4H3N3O in the gas phase, computed with the ωB97M-V functional and the def2-TZVPD basis.

```
11
Properties=species:S:1:pos:R:3:mulliken_charge:R:1
O 1.497 -1.073 1.079 -0.53
N -1.564 0.197 0.666 -0.21
N -1.784 -0.840 -0.278 -0.36
N 0.267 1.591 -0.436 -0.39
C 1.097 0.535 -0.665 0.05
C -0.608 -1.442 -0.436 0.07
C -0.670 1.195 0.763 0.06
C 0.765 -0.708 0.093 0.29
H 2.034 0.942 -1.255 0.33
H -0.291 -2.302 -1.122 0.33
H -0.743 1.906 1.591 0.36
```

The molar mass is 109.09 g/mol.

*A* is the most stable structure; the next one sits 2.040 eV above it.

*A*
2 unconnected molecules or ions with the total composition C3H4ClF, computed with the ωB97M-V functional and the def2-TZVPD basis.

```
9
Properties=species:S:1:pos:R:3:mulliken_charge:R:1
Cl -3.097 -3.031 0.521 0.01
F -0.817 -2.841 1.324 -0.06
C 0.983 -0.106 0.034 -0.39
C -0.129 0.490 0.318 -0.29
C -1.519 -3.447 0.381 0.05
H 2.078 0.116 -0.061 0.23
H -1.054 -0.087 0.393 0.13
H 0.842 -1.123 -0.351 0.14
H -0.299 1.636 0.572 0.18
```

The molar mass is 94.52 g/mol.

*B*
C3H4ClF in the gas phase, computed with the ωB97M-V functional and the def2-TZVPD basis.

```
9
Properties=species:S:1:pos:R:3:mulliken_charge:R:1
Cl -1.226 0.318 -0.554 -0.21
F 0.317 -1.544 -0.248 -0.26
C 1.431 0.678 -0.043 -0.70
C 0.309 -0.227 0.082 0.84
C 0.509 0.454 1.285 -0.75
H 0.927 1.673 -0.199 0.30
H 1.069 -0.367 2.021 0.21
H -0.155 1.227 1.621 0.30
H 2.666 0.525 0.267 0.27
```

The molar mass is 94.52 g/mol.

*C*
C3H4ClF in the gas phase, computed with the ωB97M-V functional and the def2-TZVPD basis.

```
9
Properties=species:S:1:pos:R:3:mulliken_charge:R:1
Cl -1.840 -0.246 -0.081 -0.23
F 2.206 -0.762 0.040 -0.27
C -0.141 0.170 0.584 -0.21
C 0.691 1.275 -0.083 -0.62
C 1.033 -0.152 -0.333 0.19
H -0.191 0.054 1.636 0.37
H 1.318 1.725 0.543 0.31
H 0.267 -0.484 -1.192 0.26
H 0.543 1.991 -0.971 0.20
```

The molar mass is 94.52 g/mol.

*C* is the most stable structure; the next one sits 0.867 eV above it.

*A*
C5H7FN2 in the gas phase, computed with the ωB97M-V functional and the def2-TZVPD basis.

```
15
Properties=species:S:1:pos:R:3:mulliken_charge:R:1
F -3.338 0.088 -0.152 -0.28
N 2.401 0.878 -0.155 -0.70
N 2.377 -0.496 -0.300 0.14
C -1.099 -0.089 0.707 -0.55
C 1.183 -1.023 0.046 -0.62
C 1.134 1.180 0.083 -0.34
C 0.330 0.010 0.279 0.53
C -2.012 0.118 -0.521 -0.37
H 3.272 -0.952 -0.365 0.22
H 1.019 -2.092 -0.008 0.41
H -1.801 1.103 -0.944 0.28
H -1.299 0.786 1.356 0.27
H -1.820 -0.626 -1.318 0.29
H 0.862 2.234 0.184 0.42
H -1.208 -1.118 1.108 0.30
```

The molar mass is 114.12 g/mol.

*B*
C5H7FN2 in the gas phase, computed with the ωB97M-V functional and the def2-TZVPD basis.

```
15
Properties=species:S:1:pos:R:3:mulliken_charge:R:1
F -3.449 0.566 0.185 -0.25
N 0.261 -0.991 -1.136 -0.74
N 0.922 -0.066 -0.441 0.55
C -2.316 0.703 0.714 -0.13
C -1.300 0.105 0.263 0.36
C -1.003 -0.871 -0.773 -0.38
C 2.285 -0.503 -0.280 -0.82
C 0.171 0.693 0.507 -0.52
H 3.114 0.401 -0.587 0.25
H 0.153 1.777 0.410 0.27
H 0.211 0.631 1.674 0.24
H 2.500 -1.308 -1.164 0.30
H -1.768 -1.657 -1.272 0.29
H 2.443 -1.140 0.703 0.29
H -2.225 1.658 1.199 0.31
```

The molar mass is 114.12 g/mol.

*A* is the most stable structure; the next one sits 3.764 eV above it.

*A*
A molecular structure, H8NaO4, computed with the ωB97M-V functional and the def2-TZVPD basis.

```
13
Properties=species:S:1:pos:R:3:mulliken_charge:R:1
Na -0.310 0.309 -0.229 0.82
O 1.818 -1.186 0.390 -0.55
O 0.035 -0.726 -2.428 -0.56
O -0.984 -0.677 2.165 -0.55
O -1.198 2.451 -0.178 -0.60
H 2.189 -1.797 1.027 0.29
H -0.518 -1.120 -3.103 0.30
H 0.929 -0.933 -2.701 0.31
H -0.758 -0.084 2.881 0.32
H -1.678 2.978 0.461 0.29
H -1.174 -1.511 2.595 0.29
H -0.929 3.077 -0.851 0.32
H 2.579 -0.783 -0.028 0.32
```

The molar mass is 95.05 g/mol. As for the total charge: +1.

*B*
A molecular structure, H8NaO4, computed with the ωB97M-V functional and the def2-TZVPD basis.

```
13
Properties=species:S:1:pos:R:3:mulliken_charge:R:1
Na -0.637 0.300 0.011 0.82
O -0.483 -2.269 1.410 -0.62
O 1.067 0.475 -1.684 -0.56
O 1.644 0.102 1.129 -0.54
O -2.527 1.538 -0.922 -0.57
H -2.562 2.419 -1.315 0.30
H 2.318 -0.482 0.761 0.30
H 1.213 1.018 -2.470 0.29
H 1.936 0.273 2.035 0.30
H -0.563 -1.603 2.103 0.33
H 0.314 -2.763 1.638 0.32
H 1.721 -0.229 -1.753 0.31
H -3.440 1.221 -0.942 0.31
```

The molar mass is 95.05 g/mol. As for the total charge: +1.

*A* is the most stable structure; the next one sits 0.333 eV above it.

*A*
2 unconnected molecules or ions with the total composition C3H11N4, computed with the ωB97M-V functional and the def2-TZVPD basis.

```
18
Properties=species:S:1:pos:R:3:mulliken_charge:R:1
N 0.411 -0.327 -0.904 -0.28
N -2.410 0.146 1.532 -0.37
N -0.696 1.526 0.850 -0.21
N 1.601 -1.028 -1.071 -0.28
C 2.611 -0.880 -0.081 -0.75
C -1.777 1.290 1.475 0.12
C -0.500 -0.588 -1.767 -0.45
H -1.380 -0.044 -1.627 0.28
H 2.620 -1.700 0.688 0.25
H 1.801 -1.426 -1.952 0.24
H -0.355 -1.089 -2.764 0.23
H -3.428 0.051 1.886 0.32
H -2.254 -0.437 0.756 0.25
H -2.271 2.171 1.858 0.34
H 2.495 -0.048 0.583 0.26
H -0.087 0.934 0.181 0.51
H -0.136 2.365 1.023 0.28
H 3.755 -0.916 -0.666 0.25
```

The molar mass is 103.15 g/mol. As for the total charge: +1.

*B*
2 unconnected molecules or ions with the total composition C3H11N4, computed with the ωB97M-V functional and the def2-TZVPD basis.

```
18
Properties=species:S:1:pos:R:3:mulliken_charge:R:1
N 3.313 -0.181 0.258 -0.30
N 1.188 -0.091 -0.503 -0.69
N -0.992 -0.103 0.238 -0.06
N 0.022 0.551 -0.597 0.16
C -1.321 -1.487 -0.108 -0.79
C 2.201 0.514 0.072 0.12
C -2.133 0.714 0.377 -0.98
H 4.069 0.235 0.860 0.26
H -1.206 -2.054 0.755 0.30
H -2.639 0.653 -0.664 0.38
H 1.892 1.466 0.554 0.25
H -0.269 0.581 -1.590 0.36
H 3.482 -1.058 -0.097 0.23
H -0.047 1.896 -0.145 0.44
H -2.742 0.200 1.046 0.38
H -0.573 -2.017 -0.748 0.34
H -2.408 -1.527 -0.410 0.32
H -1.839 1.709 0.703 0.29
```

The molar mass is 103.15 g/mol. As for the total charge: +1.

*A* is the most stable structure; the next one sits 2.232 eV above it.